ORCA calculation (ωB97M-V with the def2-TZVPD basis set) on a cluster of 11 separate species, C37H100N6O15 in total in a non-equilibrium geometry.

Positions of all 158 atoms, in Å:
1 C 0.015 0.925 -5.076
2 O 1.432 0.618 -5.412
3 C 1.973 -0.372 -4.461
4 C 3.497 -0.663 -4.761
5 N 4.188 0.615 -4.796
6 C 5.597 0.526 -5.257
7 C 6.166 1.971 -5.136
8 O 5.590 2.789 -6.099
9 C 6.095 4.130 -6.189
10 H -0.041 1.392 -4.093
11 H -0.707 0.109 -5.081
12 H -0.253 1.717 -5.775
13 H 1.373 -1.277 -4.550
14 H 1.757 0.025 -3.469
15 H 3.567 -1.164 -5.727
16 H 3.932 -1.258 -3.958
17 H 3.656 1.287 -5.330
18 H 5.555 0.085 -6.253
19 H 6.140 -0.147 -4.592
20 H 7.253 1.905 -5.178
21 H 6.111 2.455 -4.161
22 H 5.700 4.776 -6.973
23 H 7.155 4.074 -6.440
24 H 5.994 4.733 -5.286
25 C 3.546 1.179 1.011
26 O 3.789 -0.217 1.123
27 C 3.884 -0.736 2.427
28 C 3.999 -2.281 2.396
29 N 3.758 -2.883 3.727
30 C 4.815 -2.442 4.689
31 C 4.403 -2.798 6.096
32 O 3.171 -2.146 6.510
33 C 2.550 -2.720 7.665
34 H 3.100 1.501 0.070
35 H 4.492 1.658 1.266
36 H 2.804 1.480 1.750
37 H 2.991 -0.400 2.955
38 H 4.781 -0.276 2.841
39 H 4.990 -2.576 2.053
40 H 3.153 -2.597 1.786
41 H 2.847 -2.724 4.134
42 H 4.928 -1.358 4.668
43 H 5.747 -2.952 4.448
44 H 5.218 -2.587 6.788
45 H 4.324 -3.864 6.311
46 H 3.353 -2.664 8.401
47 H 2.297 -3.776 7.578
48 H 1.610 -2.252 7.959
49 C -9.949 -3.781 6.647
50 O -9.796 -3.055 5.477
51 C -8.527 -2.516 5.190
52 C -7.600 -3.453 4.367
53 N -6.270 -2.823 4.321
54 C -5.460 -3.434 3.285
55 C -4.161 -2.710 2.866
56 O -4.449 -1.446 2.324
57 C -3.331 -0.654 2.028
58 H -10.942 -4.214 6.531
59 H -9.808 -3.164 7.535
60 H -9.235 -4.575 6.867
61 H -8.044 -2.175 6.106
62 H -8.643 -1.608 4.598
63 H -8.077 -3.583 3.396
64 H -7.692 -4.450 4.798
65 H -6.429 -1.840 4.156
66 H -6.086 -3.571 2.403
67 H -5.253 -4.415 3.713
68 H -3.667 -3.426 2.210
69 H -3.566 -2.526 3.760
70 H -2.831 -0.462 2.977
71 H -3.751 0.287 1.673
72 H -2.556 -0.934 1.314
73 C 1.383 -5.562 -5.989
74 O 1.577 -5.000 -4.705
75 C 2.926 -4.422 -4.559
76 C 3.193 -4.074 -3.131
77 N 2.269 -3.087 -2.606
78 C 2.656 -2.764 -1.249
79 C 1.482 -2.033 -0.596
80 O 0.496 -3.013 -0.330
81 C -0.702 -2.418 0.291
82 H 2.084 -6.391 -6.087
83 H 1.359 -4.855 -6.818
84 H 0.348 -5.903 -5.981
85 H 2.959 -3.567 -5.234
86 H 3.689 -5.119 -4.905
87 H 4.197 -3.650 -3.154
88 H 3.186 -4.989 -2.539
89 H 1.337 -3.475 -2.634
90 H 3.613 -2.241 -1.262
91 H 2.825 -3.678 -0.679
92 H 1.233 -1.230 -1.290
93 H 1.729 -1.704 0.413
94 H -0.477 -1.496 0.827
95 H -1.308 -3.053 0.938
96 H -1.292 -2.118 -0.575
97 N 0.422 -0.058 3.323
98 C 0.740 0.779 4.242
99 N 1.324 0.121 5.201
100 O 0.288 1.944 4.201
101 H -0.218 0.176 2.578
102 H 0.776 -0.990 3.486
103 H 1.359 0.656 6.057
104 H 1.811 -0.753 5.060
105 C 3.634 4.107 -0.963
106 C 4.118 3.593 -2.258
107 O 5.223 4.225 -2.570
108 H 4.290 3.705 -0.191
109 H 2.628 3.801 -0.677
110 H 3.477 5.186 -0.976
111 H 3.497 3.917 -3.094
112 H 4.190 2.505 -2.268
113 H 5.022 5.081 -2.956
114 C -2.128 3.526 -3.815
115 C -2.665 4.100 -5.096
116 O -3.896 3.500 -5.272
117 H -2.554 3.947 -2.904
118 H -1.084 3.840 -3.793
119 H -2.239 2.443 -3.754
120 H -2.020 3.907 -5.953
121 H -2.863 5.168 -5.014
122 H -3.781 2.557 -5.412
123 C -3.651 -0.985 -2.242
124 C -4.471 0.304 -2.205
125 O -5.746 0.125 -2.681
126 H -4.017 -1.766 -1.576
127 H -2.685 -0.781 -1.779
128 H -3.704 -1.297 -3.285
129 H -4.038 1.026 -2.898
130 H -4.643 0.675 -1.195
131 H -6.197 -0.444 -2.053
132 C -0.333 1.799 -1.260
133 C 0.220 1.567 0.147
134 O -0.874 1.230 1.036
135 H -1.221 2.421 -1.373
136 H -0.571 0.822 -1.681
137 H 0.413 2.126 -1.984
138 H 0.832 2.362 0.571
139 H 0.881 0.705 0.236
140 H -1.510 1.944 0.945
141 C -4.271 4.298 -0.368
142 C -4.345 4.015 1.196
143 O -4.892 2.773 1.340
144 H -5.295 4.209 -0.733
145 H -3.573 3.665 -0.915
146 H -3.936 5.320 -0.546
147 H -5.006 4.807 1.548
148 H -3.358 4.149 1.638
149 H -5.816 2.772 1.078
150 C -0.128 4.686 2.593
151 C -0.589 4.713 4.024
152 O -1.744 4.036 3.992
153 H -0.187 3.685 2.167
154 H 0.870 5.109 2.480
155 H -0.775 5.288 1.956
156 H -0.683 5.731 4.400
157 H 0.177 4.299 4.679
158 H -1.418 3.182 4.283

## Properties
HOMO: -8.36 eV
Molecular weight: 869.23 g/mol
Structure (SMILES): COCCNCCOC.COCCNCCOC.COCCNCCOC.COCCNCCOC.NC(N)=O.CCO.CCO.CCO.CCO.CCO.CCO
E: -2926.473065 Eh
Spin multiplicity: 1


ORCA calculation (ωB97M-V with the def2-TZVPD basis set) on a cluster of 13 separate species, C37H100O13 in total in a non-equilibrium geometry.

Positions of all 150 atoms, in Å:
1 C -18.580 -0.538 18.208
2 C -18.655 0.900 17.594
3 O -19.181 1.776 18.577
4 H -17.834 -0.494 19.035
5 H -18.298 -1.285 17.480
6 H -19.472 -0.827 18.708
7 H -19.248 0.999 16.701
8 H -17.611 1.182 17.360
9 H -19.159 2.694 18.274
10 C -16.486 -7.249 11.933
11 C -16.908 -6.201 12.988
12 O -18.337 -6.041 13.006
13 H -16.763 -6.933 10.917
14 H -16.864 -8.211 12.236
15 H -15.361 -7.169 11.931
16 H -16.595 -5.191 12.737
17 H -16.558 -6.561 13.935
18 H -18.841 -6.897 13.072
19 C -21.568 -1.960 6.437
20 C -22.280 -1.147 7.536
21 C -21.323 -0.748 8.670
22 O -22.879 0.028 6.855
23 H -20.894 -2.660 6.852
24 H -20.995 -1.315 5.833
25 H -22.361 -2.395 5.793
26 H -23.123 -1.761 7.905
27 H -20.710 0.098 8.397
28 H -20.669 -1.578 8.959
29 H -21.834 -0.406 9.603
30 H -23.164 0.658 7.543
31 C -16.721 -0.836 8.733
32 C -16.961 0.246 7.682
33 C -17.734 -0.328 6.537
34 O -17.657 1.280 8.385
35 H -16.074 -1.655 8.425
36 H -17.690 -1.283 9.047
37 H -16.332 -0.417 9.633
38 H -16.044 0.691 7.306
39 H -17.121 -1.117 6.125
40 H -18.020 0.406 5.746
41 H -18.712 -0.784 6.843
42 H -18.116 1.908 7.814
43 C -19.926 1.335 13.110
44 C -19.836 1.554 11.651
45 C -20.772 2.732 11.147
46 O -18.465 1.754 11.343
47 H -19.304 2.120 13.545
48 H -19.510 0.371 13.369
49 H -20.897 1.473 13.473
50 H -20.229 0.672 11.118
51 H -20.566 3.698 11.657
52 H -21.747 2.392 11.482
53 H -20.756 2.803 10.088
54 H -18.395 1.773 10.350
55 C -25.106 -3.391 12.336
56 C -24.362 -2.539 11.314
57 C -23.412 -1.559 12.026
58 O -23.573 -3.444 10.500
59 H -25.689 -4.147 11.805
60 H -25.753 -2.831 12.978
61 H -24.456 -3.994 12.974
62 H -24.987 -2.004 10.634
63 H -23.881 -0.747 12.643
64 H -22.845 -1.037 11.282
65 H -22.764 -2.164 12.727
66 H -23.477 -4.354 10.798
67 C -14.212 -0.543 16.912
68 C -15.042 -1.873 16.779
69 C -14.236 -2.851 15.872
70 O -15.319 -2.398 18.056
71 H -14.769 0.091 17.602
72 H -14.236 0.016 15.991
73 H -13.248 -0.812 17.293
74 H -16.020 -1.611 16.367
75 H -14.809 -3.758 15.738
76 H -13.225 -3.043 16.239
77 H -14.115 -2.433 14.833
78 H -14.735 -2.042 18.709
79 C -22.663 -7.596 13.047
80 C -21.298 -7.103 13.478
81 C -21.276 -7.011 15.025
82 O -20.262 -7.986 12.973
83 H -22.618 -7.935 12.036
84 H -23.417 -6.833 13.052
85 H -22.983 -8.442 13.678
86 H -21.105 -6.132 13.091
87 H -20.308 -6.583 15.350
88 H -21.406 -7.971 15.477
89 H -22.009 -6.255 15.269
90 H -20.285 -8.842 13.452
91 C -15.215 -2.487 11.891
92 C -13.961 -1.606 11.994
93 C -13.537 -1.074 10.627
94 O -14.337 -0.659 13.043
95 H -15.478 -2.964 12.839
96 H -15.128 -3.348 11.211
97 H -16.075 -2.003 11.470
98 H -13.218 -2.274 12.437
99 H -12.592 -0.463 10.694
100 H -14.296 -0.378 10.193
101 H -13.303 -1.931 9.949
102 H -13.517 -0.357 13.411
103 C -18.579 -2.287 13.976
104 C -19.635 -2.761 12.948
105 C -19.144 -2.824 11.490
106 O -20.269 -4.020 13.346
107 H -18.053 -1.363 13.713
108 H -17.759 -3.006 14.094
109 H -19.028 -2.198 14.964
110 H -20.450 -2.019 13.040
111 H -18.347 -3.588 11.429
112 H -18.788 -1.827 11.097
113 H -19.918 -3.118 10.796
114 H -19.615 -4.755 13.344
115 C -21.150 -5.070 8.855
116 C -22.382 -5.968 8.753
117 C -22.110 -7.268 8.006
118 O -22.785 -6.218 10.094
119 H -21.404 -4.056 9.222
120 H -20.826 -5.057 7.809
121 H -20.351 -5.517 9.489
122 H -23.212 -5.451 8.249
123 H -21.526 -7.853 8.709
124 H -21.614 -7.194 7.051
125 H -23.036 -7.784 7.787
126 H -23.306 -7.019 10.078
127 C -22.704 -3.123 17.634
128 C -22.329 -3.087 16.194
129 C -22.143 -1.723 15.672
130 O -21.130 -3.902 16.031
131 H -23.015 -4.055 18.039
132 H -23.468 -2.363 17.792
133 H -21.815 -2.761 18.168
134 H -23.063 -3.538 15.561
135 H -21.666 -1.854 14.713
136 H -21.613 -1.090 16.349
137 H -23.091 -1.258 15.419
138 H -20.905 -4.054 15.108
139 C -17.979 -7.055 17.899
140 C -17.246 -5.881 17.309
141 C -17.930 -4.541 17.427
142 O -15.875 -5.805 17.828
143 H -18.178 -6.827 18.970
144 H -17.389 -8.003 17.878
145 H -18.929 -7.138 17.405
146 H -17.156 -6.117 16.211
147 H -18.920 -4.524 16.950
148 H -17.356 -3.743 16.918
149 H -17.906 -4.176 18.464
150 H -15.676 -4.922 18.149

## Properties
HOMO: -9.53 eV
Molecular weight: 753.19 g/mol
E: -2447.734409 Eh
Spin multiplicity: 1